Below is a 4-piece molecular cluster, C52H114F3O2P3 overall in a non-equilibrium geometry, with properties calculated with the ωB97M-V functional and the def2-TZVPD basis.

CARTESIAN COORDINATES (ANGSTROEM)
C: -5.44 0.42 0.39
C: -6.08 0.28 1.82
C: -5.50 -0.91 2.62
C: -4.08 -0.85 3.30
P: -3.61 -2.37 4.19
C: -2.03 -2.17 5.04
C: -0.77 -1.96 4.12
C: 0.39 -1.61 5.10
C: 1.67 -1.31 4.22
C: -3.58 -3.84 2.96
C: -2.86 -3.41 1.65
C: -2.95 -4.37 0.56
C: -4.39 -4.71 0.21
C: -4.97 -2.50 5.41
C: -4.60 -3.44 6.64
C: -5.82 -3.55 7.64
C: -5.37 -4.17 8.96
H: -5.70 -0.32 -0.36
H: -4.35 0.50 0.40
H: -5.63 1.34 -0.17
H: -7.14 0.08 1.62
H: -5.99 1.20 2.40
H: -5.60 -1.76 1.94
H: -6.28 -1.20 3.32
H: -3.91 -0.10 4.07
H: -3.35 -0.35 2.67
H: -1.93 -3.02 5.71
H: -2.08 -1.36 5.76
H: -0.99 -1.15 3.41
H: -0.51 -2.84 3.54
H: 0.51 -2.43 5.81
H: 0.00 -0.72 5.58
H: 2.47 -0.84 4.79
H: 1.40 -0.69 3.36
H: 2.12 -2.24 3.88
H: -4.59 -4.17 2.73
H: -3.07 -4.69 3.39
H: -1.82 -3.21 1.90
H: -3.34 -2.47 1.40
H: -2.49 -5.27 0.96
H: -2.31 -4.01 -0.25
H: -4.99 -3.82 0.01
H: -4.89 -5.24 1.02
H: -4.32 -5.27 -0.72
H: -5.85 -2.83 4.87
H: -5.14 -1.47 5.74
H: -3.83 -2.99 7.27
H: -4.24 -4.43 6.35
H: -6.50 -4.27 7.19
H: -6.23 -2.55 7.77
H: -5.97 -5.01 9.31
H: -5.38 -3.45 9.77
H: -4.34 -4.54 8.89
C: 3.52 9.50 -3.61
C: 3.28 9.20 -2.20
C: 2.79 7.72 -2.10
C: 1.32 7.46 -2.55
P: 0.37 6.08 -1.93
C: -1.26 5.70 -2.60
C: -1.61 6.45 -3.89
C: -2.97 5.87 -4.42
C: -2.83 4.62 -5.28
C: 1.35 4.58 -2.37
C: 1.66 4.43 -3.88
C: 2.72 3.36 -4.04
C: 3.05 3.15 -5.48
C: 0.58 6.01 -0.09
C: 0.25 4.79 0.78
C: 1.01 4.89 2.13
C: 0.43 3.85 3.12
H: 4.26 8.91 -4.15
H: 4.00 10.47 -3.72
H: 2.65 9.52 -4.28
H: 2.58 9.85 -1.67
H: 4.11 9.38 -1.52
H: 2.83 7.50 -1.04
H: 3.50 6.98 -2.49
H: 1.18 7.56 -3.63
H: 0.76 8.30 -2.14
H: -1.77 6.10 -1.73
H: -1.50 4.64 -2.57
H: -0.93 6.45 -4.74
H: -1.77 7.50 -3.64
H: -3.44 6.60 -5.08
H: -3.70 5.65 -3.64
H: -1.87 4.75 -5.78
H: -3.68 4.62 -5.96
H: -2.97 3.73 -4.67
H: 0.70 3.81 -1.95
H: 2.26 4.49 -1.79
H: 2.03 5.36 -4.31
H: 0.79 4.14 -4.46
H: 2.40 2.40 -3.62
H: 3.63 3.49 -3.46
H: 2.16 3.03 -6.10
H: 3.71 2.28 -5.50
H: 3.59 4.07 -5.71
H: -0.02 6.84 0.29
H: 1.63 6.28 0.04
H: 0.42 3.87 0.21
H: -0.81 4.83 1.03
H: 0.90 5.91 2.49
H: 2.07 4.78 1.89
H: -0.36 3.14 2.87
H: 0.05 4.39 3.99
H: 1.21 3.14 3.38
C: 3.66 1.93 0.06
C: 3.09 0.65 0.81
C: 3.25 -0.56 0.05
C: 2.67 -1.85 0.70
P: 2.42 -3.25 -0.53
C: 1.37 -4.65 0.13
C: 0.88 -5.72 -0.91
C: 0.51 -7.08 -0.38
C: 1.70 -7.76 0.42
C: 1.84 -2.70 -2.19
C: 2.37 -3.44 -3.38
C: 1.40 -3.19 -4.60
C: 1.95 -3.99 -5.78
C: 4.10 -3.87 -0.99
C: 4.98 -4.19 0.23
C: 6.52 -4.35 -0.19
C: 7.41 -4.64 1.02
H: 4.45 1.74 -0.67
H: 4.11 2.63 0.77
H: 2.94 2.40 -0.60
H: 2.07 0.72 1.21
H: 3.67 0.57 1.73
H: 4.26 -0.78 -0.31
H: 2.79 -0.33 -0.91
H: 1.74 -1.61 1.21
H: 3.38 -2.16 1.47
H: 0.59 -4.01 0.55
H: 1.94 -5.08 0.95
H: 1.69 -5.76 -1.65
H: 0.06 -5.25 -1.46
H: 0.16 -7.71 -1.20
H: -0.36 -6.84 0.22
H: 2.18 -7.30 1.28
H: 2.47 -8.11 -0.26
H: 1.23 -8.66 0.83
H: 1.82 -1.62 -2.29
H: 0.76 -2.86 -2.21
H: 2.26 -4.50 -3.16
H: 3.44 -3.32 -3.56
H: 1.40 -2.16 -4.95
H: 0.35 -3.44 -4.39
H: 1.23 -4.29 -6.55
H: 2.68 -4.78 -5.62
H: 2.56 -3.30 -6.35
H: 4.63 -3.00 -1.37
H: 4.02 -4.77 -1.60
H: 4.70 -5.11 0.74
H: 5.00 -3.29 0.84
H: 6.84 -3.39 -0.59
H: 6.81 -5.08 -0.95
H: 8.37 -4.78 0.52
H: 7.16 -5.52 1.61
H: 7.47 -3.83 1.75
C: -1.35 -0.42 -0.56
O: -1.19 -0.44 -1.99
O: -0.64 -1.53 -0.08
C: -0.96 1.04 0.05
F: 0.23 1.45 -0.38
F: -1.96 1.92 -0.13
F: -0.70 0.97 1.39
C: -1.62 0.60 -2.78
C: -1.18 0.44 -4.25
H: -1.64 -0.52 -4.47
H: -1.53 1.30 -4.83
H: -0.10 0.40 -4.32
H: -1.23 1.56 -2.44
H: -2.71 0.61 -2.84
H: -2.44 -0.48 -0.44

## Properties
Highest occupied orbital energy (alpha / beta)   -16.380 / -16.379 eV
LUMO energy (alpha / beta)   -0.1920 / -0.3505 Ha
Electronic energy   -3522.83508 hartree
Multiplicity   2
Kohn-Sham gap (alpha / beta)   11.16 / 6.84 eV
⟨S²⟩   0.754
Charge   +3